This record from the OMol25 dataset describes the molecule C3H4N2O at a distorted geometry. The level of theory is wB97M-V/def2-TZVPD.

Calculated values
SMILES   Nc1cnoc1
Energy relative to the best compared isomer or geometry (same formula, charge and spin)   3.039 eV
LUMO level   0.845 eV
Gap between HOMO and LUMO   0.360 hartree

ORCA input file:
```
! RIJCOSX wB97M-V def2-TZVPD def2/J DEFGRID3
* xyz 0 1
N 1.64 -0.08 -0.49
C 0.26 -0.24 -0.24
C -0.52 1.10 -0.03
N -1.77 0.90 0.17
O -2.02 -0.41 0.12
C -0.73 -1.17 -0.15
H 1.96 0.76 -0.03
H 2.35 -0.81 -0.38
H -0.18 2.17 -0.06
H -1.01 -2.23 -0.19
*
```

This record from the OMol25 dataset describes the molecule C3H4N2O at a distorted geometry. The level of theory is wB97M-V/def2-TZVPD.

Calculated values
SMILES   O=C1CC=NN1
Energy relative to the best compared isomer or geometry (same formula, charge and spin)   1.236 eV
LUMO level   0.919 eV
Gap between HOMO and LUMO   0.384 hartree

ORCA input file:
```
! RIJCOSX wB97M-V def2-TZVPD def2/J DEFGRID3
* xyz 0 1
O -2.22 0.04 0.14
C -1.02 -0.09 -0.05
C 0.06 0.86 0.38
C 1.29 0.10 0.03
N 1.03 -1.03 -0.53
N -0.35 -1.15 -0.59
H -0.31 1.00 1.44
H -0.04 1.85 -0.06
H 2.32 0.41 0.17
H -0.76 -2.00 -0.93
*
```

This record from the OMol25 dataset describes the molecule C3H4N2O at a distorted geometry. The level of theory is wB97M-V/def2-TZVPD.

Calculated values
SMILES   Nc1cnco1
Energy relative to the best compared isomer or geometry (same formula, charge and spin)   3.060 eV
LUMO level   0.726 eV
Gap between HOMO and LUMO   0.335 hartree

ORCA input file:
```
! RIJCOSX wB97M-V def2-TZVPD def2/J DEFGRID3
* xyz 0 1
N 1.74 -0.27 0.29
C 0.41 -0.12 0.04
C -0.44 0.96 0.14
N -1.64 0.59 -0.34
C -1.60 -0.71 -0.63
O -0.28 -1.18 -0.38
H 2.18 -1.07 -0.13
H 2.30 0.57 0.25
H -0.29 1.94 0.56
H -2.39 -0.71 0.18
*
```

This record from the OMol25 dataset describes the molecule C3H4N2O at a distorted geometry. The level of theory is wB97M-V/def2-TZVPD.

Calculated values
SMILES   Oc1ccn[nH]1
Energy relative to the best compared isomer or geometry (same formula, charge and spin)   2.404 eV
LUMO level   0.654 eV
Gap between HOMO and LUMO   0.369 hartree

ORCA input file:
```
! RIJCOSX wB97M-V def2-TZVPD def2/J DEFGRID3
* xyz 0 1
O 1.15 -1.27 -1.15
C 0.38 -0.53 -0.33
C -0.95 -0.29 -0.28
C -1.09 0.50 0.90
N 0.05 0.82 1.46
N 1.04 0.23 0.66
H 1.83 -1.68 -0.59
H -1.70 -0.63 -0.98
H -2.02 0.84 1.34
H 1.23 0.89 -0.14
*
```

no.,HOMO level (hartree)
1,-0.329
2,-0.350
3,-0.309
4,-0.345